The following is a DFT calculation (ωB97M-V/def2-TZVPD) of a molecular structure, C48H52F10N4OP2SZr at a distorted geometry.

Atoms and positions in Å:
Zr -0.828 -0.551 1.436
F 1.305 5.753 3.738
C 0.496 4.823 3.222
C 1.010 3.652 2.706
F 2.331 3.439 2.701
C 0.141 2.721 2.178
F 0.683 1.600 1.642
C -1.229 2.861 2.150
S -2.305 1.619 1.526
C -1.708 4.056 2.668
F -3.023 4.303 2.682
C -0.870 5.023 3.195
F -1.378 6.155 3.693
C 3.256 -5.694 1.096
C 2.159 -5.369 1.890
C 1.761 -4.047 2.013
C 2.462 -3.030 1.356
C 3.565 -3.359 0.579
C 3.958 -4.689 0.449
P 1.851 -1.332 1.620
C 2.972 -0.215 0.721
C 3.590 0.853 1.365
C 4.359 1.758 0.644
C 4.539 1.591 -0.722
C 3.931 0.522 -1.371
C 3.138 -0.362 -0.654
C 2.267 -1.034 3.350
C 3.486 -1.360 3.881
C 3.792 -1.025 5.213
C 2.864 -0.366 5.970
C 1.590 -0.034 5.451
C 0.627 0.637 6.247
C -0.604 0.896 5.732
C -0.937 0.499 4.411
C -0.044 -0.120 3.562
C 1.260 -0.384 4.115
H 3.567 -6.727 0.995
H 1.615 -6.147 2.413
H 0.909 -3.798 2.638
H 4.132 -2.583 0.080
H 4.822 -4.932 -0.157
H 3.450 0.998 2.428
H 4.817 2.594 1.157
H 5.148 2.292 -1.280
H 4.060 0.389 -2.439
H 2.636 -1.169 -1.168
H 4.228 -1.867 3.272
H 4.759 -1.284 5.627
H 3.090 -0.094 6.996
H 0.884 0.924 7.261
H -1.352 1.401 6.334
H -1.943 0.704 4.073
N -0.232 -0.176 -0.467
P -0.928 0.652 -1.594
N -0.608 2.270 -1.508
C -1.390 3.335 -2.167
C -0.501 4.286 -2.955
C 0.513 4.987 -2.041
C 0.924 4.068 -0.879
C 0.816 2.609 -1.292
N -2.566 0.498 -1.810
C -3.673 1.371 -1.400
C -4.655 1.536 -2.551
C -5.186 0.175 -2.998
C -4.043 -0.792 -3.294
C -3.065 -0.852 -2.127
N -0.368 0.059 -3.073
C 0.982 -0.495 -3.183
C 1.169 -1.245 -4.519
C -0.178 -1.584 -5.143
C -0.898 -0.280 -5.471
C -0.773 0.730 -4.306
H -1.941 3.908 -1.410
H -2.132 2.903 -2.830
H -1.135 5.015 -3.462
H 0.015 3.725 -3.737
H 0.084 5.912 -1.650
H 1.392 5.273 -2.624
H 0.267 4.230 -0.019
H 1.942 4.282 -0.549
H 1.231 1.946 -0.539
H 1.402 2.450 -2.211
H -3.303 2.319 -1.041
H -4.194 0.917 -0.550
H -4.151 2.036 -3.388
H -5.479 2.179 -2.236
H -5.837 0.280 -3.869
H -5.801 -0.242 -2.192
H -3.502 -0.465 -4.187
H -4.434 -1.793 -3.496
H -2.230 -1.509 -2.359
H -3.569 -1.259 -1.242
H 1.125 -1.163 -2.345
H 1.741 0.290 -3.093
H 1.774 -2.140 -4.356
H 1.726 -0.619 -5.224
H -0.775 -2.172 -4.439
H -0.054 -2.190 -6.041
H -1.948 -0.475 -5.697
H -0.462 0.158 -6.373
H -1.730 1.221 -4.146
H -0.048 1.516 -4.561
C -1.121 -5.081 0.386
C -0.613 -3.752 -0.072
C -0.004 -3.635 -1.437
O -0.709 -2.777 0.648
H -0.331 -5.829 0.272
H -1.943 -5.381 -0.271
H -1.469 -5.024 1.414
H -0.159 -4.531 -2.038
H 1.071 -3.474 -1.309
H -0.417 -2.756 -1.928
F -2.833 -1.373 1.143
C -2.940 -1.463 2.701
F -1.779 -2.268 2.921
C -4.068 -2.470 2.839
F -3.896 -3.615 2.138
F -5.219 -1.933 2.426
F -4.178 -2.811 4.125

Results
Total charge   0
LUMO energy   0.3 eV
Relative energy (zero: lowest compared OMol25 entry of this formula, charge and spin)   2.007 eV

Atomic partial charges in e from the Mulliken method, atoms 1 to 5: number 1, Zr, carries -1.739; number 2, F, carries -0.347; number 3, C, carries 0.494; number 4, C, carries -0.659; number 5, F, carries -0.304